Formula: C8H6F4O
Source: the OMol25 dataset
Level of theory: wB97M-V/def2-TZVPD

E_LUMO: -0.32 eV
largest force on an atom: 3.8 eV/A
ΔE to the lowest compared entry with this formula, charge and spin: 36.11 kcal per mole
total energy: -21308.4148 eV

Cartesian coordinates (Å):
O 1.846 0.686 -1.522
C 0.488 0.738 -1.141
C 0.297 2.202 -0.578
C -0.194 2.547 0.584
C -0.547 1.452 1.510
C -0.345 0.155 1.202
C 0.059 -0.335 -0.144
C -0.142 -1.633 -0.498
F 0.347 -2.139 -1.693
C -0.633 -2.748 0.320
F -1.861 -2.348 0.789
F -0.652 -3.898 -0.223
F 0.210 -2.949 1.414
H 2.095 -0.128 -1.995
H -0.152 0.798 -1.952
H 0.817 2.810 -1.369
H -0.371 3.525 0.894
H -0.719 1.839 2.475
H -0.542 -0.573 1.927

Forces on atoms 1 to 2 (eV/Å):
0.48 -0.26 -0.22
1.03 1.28 2.94

natural (NBO) atomic charge list, values in e, 8 entries:
1. O -0.71
2. C 0.04
3. C -0.12
4. C -0.26
5. C -0.17
6. C -0.21
7. C -0.06
8. C 0.29

=====

Formula: C5H25NO7
Source: the OMol25 dataset
Level of theory: wB97M-V/def2-TZVPD

E_LUMO: 0.08 eV
largest force on an atom: 6.1 eV/A
ΔE to the lowest compared entry with this formula, charge and spin: 54.26 kcal per mole
total energy: -21411.1893 eV

Cartesian coordinates (Å):
C -0.940 2.504 -0.550
C -0.870 1.022 -0.908
N -1.608 0.085 0.063
C 0.542 0.568 -1.116
C 1.045 0.560 -2.613
C 0.282 -0.631 -3.366
O 0.840 -1.907 -3.005
H -0.325 2.827 0.259
H -0.659 3.124 -1.239
H -1.918 2.760 -0.388
H -1.287 0.840 -1.897
H -2.005 0.429 0.910
H -0.854 -0.366 0.630
H 0.628 -0.498 -0.764
H 1.362 1.064 -0.481
H 0.711 1.501 -3.245
H 2.139 0.512 -2.567
H 0.374 -0.369 -4.463
H -0.805 -0.683 -3.282
H 1.819 -1.870 -2.803
O -2.727 -1.855 -2.752
H -2.829 -1.208 -2.014
H -1.803 -2.194 -2.618
O 1.088 -1.672 1.155
H 1.371 -2.567 0.863
H 0.508 -1.876 1.909
O -0.606 -2.100 3.188
H -0.348 -1.976 4.163
H -1.379 -1.515 3.280
O 1.397 0.461 2.736
H 2.208 -0.128 2.631
H 0.731 0.197 2.158
O -1.396 0.411 3.758
H -0.339 0.290 3.747
H -1.571 1.310 4.112
O 2.757 2.902 1.127
H 2.185 2.081 1.340
H 2.164 3.660 0.974

Forces on atoms 1 to 2 (eV/Å):
-0.33 -3.77 2.68
-0.26 0.11 0.91

natural (NBO) atomic charge list, values in e, 8 entries:
1. C -0.61
2. C -0.06
3. N -0.86
4. C -0.44
5. C -0.42
6. C -0.08
7. O -0.75
8. H 0.19

=====

Formula: C9H36O9
Source: the OMol25 dataset
Level of theory: wB97M-V/def2-TZVPD

E_LUMO: 0.32 eV
largest force on an atom: 1.3 eV/A
ΔE to the lowest compared entry with this formula, charge and spin: 93.66 kcal per mole
total energy: -28341.2446 eV

Cartesian coordinates (Å):
C -4.942 0.348 0.894
O -4.940 -0.492 -0.252
H -5.811 0.160 1.523
H -4.020 0.160 1.434
H -4.935 1.418 0.616
H -5.682 -0.254 -0.819
C -0.549 -2.465 -3.899
O -0.249 -1.531 -2.836
H -1.000 -1.963 -4.762
H 0.373 -2.956 -4.182
H -1.264 -3.230 -3.563
H -1.067 -1.036 -2.643
C -3.259 0.419 -3.110
O -2.923 -0.686 -2.231
H -4.297 0.374 -3.484
H -3.130 1.415 -2.637
H -2.607 0.387 -3.986
H -3.547 -0.700 -1.468
C 2.925 0.249 4.476
O 2.541 -0.850 3.708
H 3.615 0.906 3.934
H 2.055 0.861 4.782
H 3.401 -0.121 5.379
H 2.453 -0.555 2.776
C -0.815 0.863 0.458
O 0.052 1.225 1.497
H -1.491 1.706 0.312
H -0.242 0.758 -0.466
H -1.388 -0.022 0.714
H 0.794 0.587 1.484
C 3.605 0.491 0.510
O 2.461 -0.281 0.859
H 3.507 0.908 -0.491
H 3.677 1.318 1.216
H 4.516 -0.106 0.602
H 2.323 -0.926 0.094
C -0.835 -1.066 4.006
O -1.375 0.232 3.807
H -0.775 -1.633 3.063
H 0.162 -1.035 4.454
H -1.510 -1.597 4.674
H -0.760 0.723 3.229
C 3.179 -2.312 -2.169
O 2.046 -2.078 -1.280
H 2.878 -2.883 -3.055
H 3.686 -1.386 -2.443
H 3.888 -2.961 -1.644
H 1.286 -1.726 -1.812
C 1.420 3.389 -0.904
O 1.552 4.418 -1.865
H 0.370 3.263 -0.619
H 1.775 2.445 -1.340
H 1.980 3.587 0.000
H 0.894 4.245 -2.540

Forces on atoms 1 to 2 (eV/Å):
0.10 0.78 -0.06
-0.06 -0.10 -0.42

natural (NBO) atomic charge list, values in e, 8 entries:
1. C -0.25
2. O -0.74
3. H 0.18
4. H 0.20
5. H 0.16
6. H 0.47
7. C -0.25
8. O -0.78

=====

Formula: CH5OS
Source: the OMol25 dataset
Level of theory: wB97M-V/def2-TZVPD

net charge: -1
E_LUMO: 4.46 eV
largest force on an atom: 0.7 eV/A
ΔE to the lowest compared entry with this formula, charge and spin: 2.20 kcal per mole
total energy: -14001.7103 eV

Cartesian coordinates (Å):
O -1.315 0.744 2.160
H -1.119 0.139 1.414
C 0.923 -1.314 -1.168
S 0.181 0.291 -0.631
H 1.858 -1.090 -1.689
H 1.130 -1.980 -0.324
H 0.210 -1.810 -1.822
H -0.437 1.161 2.189

Forces on atoms 1 to 2 (eV/Å):
0.63 -0.09 0.17
-0.21 0.19 -0.27

List of natural (NBO) charges in e, atom by atom:
1. O -1.00
2. H 0.50
3. C -0.73
4. S -0.75
5. H 0.18
6. H 0.17
7. H 0.18
8. H 0.46